Record 1
148
Properties=species:S:1:pos:R:3:mulliken_charge:R:1 method="wB97M-V/def2-TZVPD" fmax_ha_per_bohr=0.0471 spin_multiplicity=1 energy_ha=-4546.7725 de_lowest_kj_mol=146.2 charge=-1 orbital_gap_ev=5.56
K -0.376 -0.640 0.694 1.447
C -1.107 2.320 -3.156 -0.754
C -0.655 1.564 -2.059 -0.958
N -1.266 0.483 -1.628 0.420
C -2.371 0.051 -2.283 -0.150
C -2.911 0.749 -3.396 0.916
C -2.236 1.919 -3.811 -1.094
C -4.059 0.261 -4.055 -0.865
C -4.652 -0.890 -3.598 -0.916
C -4.138 -1.594 -2.507 -0.607
C -2.990 -1.171 -1.821 -0.476
N -2.492 -1.737 -0.707 0.436
C -2.628 -3.024 -0.371 -0.097
C -2.747 -4.097 -1.274 -0.450
C -2.846 -5.417 -0.843 -0.944
C -2.841 -5.746 0.496 -0.831
C -2.707 -4.721 1.452 0.720
C -2.702 -4.968 2.844 -0.492
C -2.559 -3.928 3.722 -1.138
C -2.411 -2.629 3.209 -0.367
N -2.419 -2.358 1.927 0.303
C -2.570 -3.363 1.039 -0.099
H -0.535 3.180 -3.471 0.724
H 0.260 1.845 -1.548 0.696
H -2.618 2.472 -4.663 0.370
H -4.440 0.790 -4.921 0.408
H -5.540 -1.268 -4.094 0.355
H -4.650 -2.483 -2.161 0.549
H -2.738 -3.878 -2.333 0.576
H -2.941 -6.205 -1.582 0.345
H -2.950 -6.774 0.823 0.364
H -2.812 -5.986 3.200 0.434
H -2.565 -4.097 4.792 0.397
H -2.288 -1.781 3.879 0.531
C -3.797 3.067 1.604 -1.157
N -3.126 1.795 1.796 0.383
C -3.744 0.628 1.174 -0.508
C -1.895 1.671 2.347 0.381
O -1.323 0.603 2.480 -0.449
C -1.234 2.981 2.767 -0.701
O -0.059 2.724 3.479 -0.346
C 0.994 3.587 3.140 -1.396
C 2.067 2.833 2.337 0.787
O 1.945 1.654 2.071 -0.235
N 3.124 3.579 1.918 0.211
C 4.012 3.017 0.908 0.080
C 3.345 4.968 2.260 -1.096
H -4.801 2.870 1.239 0.403
H -3.284 3.699 0.872 0.325
H -3.883 3.624 2.539 0.344
H -4.739 0.463 1.595 0.411
H -3.126 -0.248 1.360 -0.215
H -3.822 0.770 0.094 0.423
H -1.918 3.604 3.353 0.159
H -1.003 3.512 1.835 0.401
H 1.410 4.006 4.060 0.319
H 0.635 4.411 2.514 0.605
H 3.493 2.215 0.389 -0.669
H 4.931 2.631 1.359 0.267
H 4.262 3.787 0.178 0.166
H 2.907 5.645 1.518 0.161
H 4.419 5.149 2.296 0.401
H 2.935 5.208 3.238 0.439
C 6.105 3.420 -1.543 -0.979
C 5.980 3.066 -3.029 1.892
C 6.983 3.898 -3.831 -1.970
C 6.260 1.574 -3.242 -1.360
O 4.698 3.396 -3.544 0.532
Si 3.150 3.108 -2.979 -1.961
S 2.963 1.548 -1.687 0.582
O 2.267 3.136 -4.390 0.302
C 2.323 2.303 -5.545 1.728
C 1.068 2.610 -6.366 -1.790
C 2.332 0.821 -5.168 -1.285
C 3.563 2.640 -6.381 -1.486
O 2.649 4.487 -2.193 0.121
C 2.406 5.810 -2.652 1.782
C 3.507 6.294 -3.601 -1.501
C 1.045 5.896 -3.353 -1.321
C 2.382 6.685 -1.398 -1.682
H 7.133 3.278 -1.201 0.614
H 5.432 2.787 -0.965 -0.364
H 5.812 4.462 -1.394 0.150
H 8.004 3.661 -3.524 0.376
H 6.801 4.962 -3.669 0.364
H 6.871 3.692 -4.897 0.354
H 7.244 1.302 -2.850 0.494
H 6.227 1.339 -4.309 0.338
H 5.494 0.995 -2.726 -0.012
H 0.183 2.256 -5.838 0.311
H 1.120 2.117 -7.339 0.407
H 0.980 3.687 -6.521 0.333
H 1.497 0.606 -4.500 0.171
H 3.250 0.573 -4.634 0.167
H 2.253 0.201 -6.064 0.499
H 3.529 3.686 -6.696 0.289
H 3.612 2.002 -7.266 0.487
H 4.456 2.497 -5.777 0.082
H 3.540 5.654 -4.482 0.124
H 4.477 6.232 -3.105 0.197
H 3.322 7.326 -3.908 0.566
H 1.036 5.201 -4.189 -0.002
H 0.857 6.909 -3.716 0.509
H 0.256 5.612 -2.654 0.298
H 3.353 6.643 -0.899 0.346
H 1.626 6.304 -0.709 0.243
H 2.150 7.721 -1.652 0.430
O 1.099 -1.918 1.623 1.353
P 2.341 -2.546 2.123 -2.215
N 2.379 -2.555 3.798 0.207
C 1.396 -1.768 4.547 -0.582
C 2.165 -0.547 5.094 0.125
C 3.657 -0.917 4.930 -0.553
C 3.631 -2.398 4.523 -0.954
N 2.544 -4.194 1.754 -0.139
C 2.277 -4.464 0.324 -0.730
C 0.842 -4.978 0.281 0.264
C 0.759 -5.832 1.548 -0.293
C 1.749 -5.174 2.528 -0.620
N 3.750 -1.889 1.558 1.090
C 3.800 -0.688 0.717 0.139
C 4.725 -1.052 -0.468 0.139
C 5.251 -2.466 -0.160 -0.935
C 4.989 -2.625 1.338 -0.949
H 1.025 -2.388 5.374 0.387
H 0.557 -1.492 3.912 -0.120
H 1.907 -0.364 6.138 0.497
H 1.919 0.335 4.508 -0.483
H 4.230 -0.755 5.844 0.492
H 4.097 -0.330 4.122 0.031
H 3.595 -3.035 5.416 0.456
H 4.482 -2.705 3.917 0.499
H 2.972 -5.233 -0.033 0.344
H 2.416 -3.556 -0.264 0.221
H 0.612 -5.547 -0.620 0.564
H 0.151 -4.137 0.344 -0.542
H 1.059 -6.861 1.335 0.315
H -0.245 -5.851 1.956 0.012
H 2.424 -5.918 2.961 0.424
H 1.231 -4.670 3.341 0.224
H 4.227 0.142 1.286 -0.199
H 2.807 -0.387 0.392 -0.250
H 5.542 -0.334 -0.533 0.074
H 4.179 -1.001 -1.407 0.024
H 6.306 -2.583 -0.409 0.482
H 4.684 -3.218 -0.710 0.163
H 5.801 -2.151 1.908 0.467
H 4.888 -3.659 1.659 0.542



Record 2
45
Properties=species:S:1:pos:R:3:mulliken_charge:R:1 method="wB97M-V/def2-TZVPD" fmax_ha_per_bohr=0.0190 spin_multiplicity=1 energy_ha=-2214.6137 de_lowest_kj_mol=13.0 charge=+2 orbital_gap_ev=5.38
V -0.031 -0.420 0.152 0.584
N 0.790 0.420 2.161 -0.508
C 0.921 1.889 2.098 -0.456
C 0.886 2.314 0.647 0.281
O 1.058 3.378 0.180 -0.397
N 0.700 1.130 -0.242 0.238
C 1.795 0.883 -1.209 -0.463
C 2.299 -0.567 -0.983 0.689
O 3.128 -1.101 -1.609 -0.380
O 1.537 -1.201 0.034 -0.459
H 0.274 0.141 2.989 0.328
H 1.706 -0.013 2.244 0.315
H 1.859 2.249 2.521 0.429
H 0.120 2.391 2.641 0.340
H 2.607 1.601 -1.087 0.385
H 1.457 0.948 -2.241 0.265
N -6.171 -8.316 0.408 -0.387
C -5.528 -7.367 0.340 -0.245
C -4.717 -6.180 0.253 0.586
C -3.786 -5.905 1.253 -0.910
C -3.020 -4.758 1.179 -0.212
C -3.152 -3.899 0.082 -0.254
C -4.087 -4.182 -0.920 -0.514
C -4.875 -5.313 -0.827 -0.867
C -2.326 -2.688 0.013 0.866
C -1.588 -2.406 -1.140 0.385
C -1.511 -3.146 -2.321 -0.190
C -0.816 -2.388 -3.270 -1.218
C -0.442 -1.222 -2.650 -0.252
N -0.863 -1.195 -1.341 0.130
C -2.365 -1.797 1.110 -0.119
C -3.305 -1.747 2.118 -0.105
C -3.112 -0.552 2.845 -1.452
C -2.057 0.094 2.277 -0.282
N -1.560 -0.625 1.199 0.252
H -3.669 -6.591 2.081 0.495
H -2.288 -4.552 1.949 0.561
H -4.236 -3.492 -1.740 0.639
H -5.620 -5.526 -1.582 0.492
H -1.930 -4.129 -2.465 0.682
H -0.604 -2.656 -4.292 0.492
H 0.115 -0.405 -3.079 0.616
H -4.086 -2.476 2.273 0.599
H -3.707 -0.190 3.668 0.487
H -1.662 1.062 2.537 0.536



Record 3
66
Properties=species:S:1:pos:R:3:mulliken_charge:R:1 method="wB97M-V/def2-TZVPD" fmax_ha_per_bohr=0.0166 spin_multiplicity=1 energy_ha=-4655.0650 de_lowest_kj_mol=0.0 charge=+3 orbital_gap_ev="5.20 / 5.19"
Ru 0.122 -0.173 -0.100 0.342
C -2.112 -4.923 4.006 -1.010
Si -2.936 -3.471 3.195 0.175
C -3.548 -3.869 1.483 -1.071
C -4.248 -2.682 4.246 -1.022
C -1.540 -2.121 3.088 0.251
C -0.929 -1.699 4.290 -0.362
C 0.065 -0.744 4.307 -1.103
C 0.496 -0.170 3.102 -0.240
N -0.058 -0.532 1.963 -0.026
C -1.044 -1.472 1.969 0.845
S -1.457 -1.665 0.288 -0.242
H -2.842 -5.728 4.121 0.374
H -1.736 -4.689 5.004 0.365
H -1.286 -5.311 3.408 0.345
H -4.322 -4.634 1.586 0.374
H -2.780 -4.292 0.833 0.339
H -4.023 -3.021 0.981 0.321
H -5.073 -3.386 4.376 0.374
H -4.655 -1.780 3.784 0.344
H -3.888 -2.426 5.244 0.366
H -1.246 -2.140 5.228 0.427
H 0.527 -0.435 5.235 0.434
H 1.288 0.568 3.068 0.607
N -0.711 1.552 0.086 -0.525
C -1.322 2.551 0.128 0.455
N -1.958 3.652 0.143 0.034
C -2.509 4.248 1.392 -0.516
C -4.018 4.381 1.224 -0.545
O -4.314 5.121 0.064 -0.341
C -3.885 4.470 -1.107 -0.550
C -2.367 4.344 -1.114 -0.486
H -2.052 5.232 1.502 0.295
H -2.240 3.621 2.240 0.413
H -4.432 4.923 2.071 0.377
H -4.482 3.387 1.178 0.316
H -4.203 5.077 -1.953 0.376
H -4.348 3.477 -1.191 0.317
H -1.904 5.331 -1.094 0.274
H -2.000 3.781 -1.969 0.428
C -1.448 -1.400 -5.236 -1.275
C -0.648 -0.651 -4.231 0.823
C 0.328 0.316 -4.373 -1.344
C 0.728 0.675 -3.086 0.398
N 0.035 -0.034 -2.183 0.822
N -0.797 -0.834 -2.906 -0.044
C 1.747 1.698 -2.718 -1.155
H -1.145 -1.111 -6.239 0.357
H -2.512 -1.189 -5.127 0.346
H -1.300 -2.476 -5.132 0.352
H 0.704 0.718 -5.299 0.448
H -1.438 -1.467 -2.462 0.088
H 1.927 2.352 -3.569 0.440
H 2.702 1.238 -2.459 0.220
H 1.412 2.316 -1.883 0.197
Br 1.826 -2.208 -0.438 0.057
C 2.945 -0.697 -0.115 0.502
C 4.315 -0.718 -0.083 -0.649
C 4.932 0.495 0.214 -0.268
C 4.161 1.622 0.466 -0.850
C 2.784 1.531 0.403 -0.389
N 2.181 0.370 0.102 0.368
H 4.876 -1.622 -0.272 0.511
H 6.013 0.551 0.253 0.467
H 4.623 2.569 0.707 0.481
H 2.139 2.381 0.578 0.567



Record 4
94
Properties=species:S:1:pos:R:3:lowdin_spin:R:1 method="wB97M-V/def2-TZVPD" fmax_ha_per_bohr=0.1263 spin_multiplicity=5 energy_ha=-3241.3635 de_lowest_kj_mol=181.2 s2=6.02 orbital_gap_ev="6.65 / 4.56"
Os 0.031 -0.322 -0.590 2.584
C 1.916 -0.143 -1.894 0.101
C 1.166 -1.341 -2.106 0.101
C -0.115 -0.937 -2.656 0.058
Si 1.929 -2.988 -1.730 0.019
C -0.143 0.488 -2.704 0.019
C 1.152 0.989 -2.265 0.167
Si 1.942 2.700 -2.281 0.024
H 2.962 -0.118 -1.634 0.008
H -0.933 -1.605 -2.931 0.006
H -0.980 1.102 -3.009 0.001
Cl -3.736 0.260 1.967 0.045
C 3.818 2.657 -2.247 0.003
C 1.412 3.707 -3.751 0.005
C 3.806 -2.921 -1.716 0.003
C 1.415 -4.218 -3.031 0.004
H 2.053 3.427 -4.600 0.000
H 1.553 4.781 -3.562 0.001
H 0.372 3.536 -4.047 0.000
H 4.205 2.127 -1.365 0.000
H 4.210 3.687 -2.236 0.000
H 4.207 2.158 -3.147 0.000
H 2.048 -4.038 -3.912 0.000
H 0.370 -4.115 -3.341 0.000
H 1.592 -5.247 -2.690 0.000
H 4.172 -2.588 -2.700 0.000
H 4.209 -3.928 -1.528 0.000
H 4.196 -2.233 -0.952 0.000
C 1.325 3.405 -0.661 0.005
C 1.262 -3.348 -0.018 0.012
P -0.378 2.797 -0.308 0.099
H 1.408 4.507 -0.679 0.000
H 2.008 3.038 0.134 0.000
P -0.449 -2.714 0.212 0.155
H 1.903 -2.833 0.727 0.001
H 1.357 -4.432 0.153 0.002
C -1.096 -3.570 1.746 0.044
C -1.501 -3.662 -1.065 0.012
C -1.477 3.501 -1.674 0.013
C -0.888 3.883 1.121 0.022
C -0.827 2.937 2.314 0.003
H -1.943 4.124 0.941 0.000
C -0.103 5.169 1.344 0.006
H 0.968 4.969 1.456 0.000
H -0.464 5.659 2.259 0.002
H -0.240 5.891 0.532 0.000
H -1.396 2.024 2.081 0.001
H -1.292 3.373 3.214 0.000
H 0.212 2.650 2.572 0.000
H -1.040 3.133 -2.613 0.000
C -1.434 5.024 -1.666 0.005
C -2.921 2.981 -1.589 0.002
H -0.419 5.425 -1.774 0.000
H -1.886 5.426 -0.750 0.000
H -2.027 5.396 -2.510 0.001
H -3.018 1.936 -1.903 0.001
H -3.555 3.584 -2.256 0.000
H -3.335 3.061 -0.574 0.000
H -1.041 -3.434 -2.035 0.000
C -2.956 -3.160 -1.103 0.002
C -1.450 -5.174 -0.846 0.006
H -0.435 -5.586 -0.891 0.000
H -2.030 -5.660 -1.641 0.001
H -1.913 -5.468 0.105 0.000
H -3.058 -2.179 -1.584 0.000
H -3.399 -3.084 -0.099 0.001
H -3.567 -3.871 -1.681 0.000
C -1.362 -2.565 2.873 0.003
C -0.171 -4.719 2.201 0.010
H -2.057 -4.001 1.472 0.001
H 0.865 -4.385 2.289 0.001
H -0.218 -5.553 1.492 0.000
H -0.506 -5.113 3.163 0.003
H -0.463 -1.967 3.010 0.000
H -1.603 -3.063 3.820 0.000
H -2.198 -1.889 2.636 0.000
C -1.878 -0.058 -0.435 0.125
H -2.450 -0.101 -1.386 0.011
H -2.268 -0.783 0.294 0.038
H -2.106 0.869 0.110 0.034
C -1.190 0.495 3.870 0.002
Si 0.560 0.101 3.190 0.016
C 2.153 1.082 3.232 0.006
C 0.894 -0.831 4.863 0.002
O 0.669 -0.507 1.646 0.198
H -1.299 1.455 4.404 0.000
H -1.578 -0.295 4.520 0.000
H -1.936 0.514 3.051 0.000
H 2.298 1.654 4.155 0.001
H 2.935 0.307 3.193 0.000
H 2.261 1.717 2.344 0.000
H 0.074 -1.472 5.206 0.000
H 1.807 -1.431 4.806 0.000
H 1.034 -0.055 5.647 0.000



Record 5
14
Properties=species:S:1:pos:R:3:mulliken_charge:R:1 method="wB97M-V/def2-TZVPD" smiles=c1nc2c([nH]1)CCO2 fmax_ha_per_bohr=0.1662 spin_multiplicity=1 energy_ha=-378.7226 de_lowest_kj_mol=389.6 orbital_gap_ev=8.74
C -1.904 -0.406 -0.057 -0.417
C -1.173 0.853 0.149 -0.263
C 0.270 0.485 -0.215 -0.050
C 2.227 -0.537 0.013 -0.002
C 0.137 -0.972 -0.094 0.281
H -2.490 -0.659 0.733 0.375
H -2.309 -0.252 -1.131 0.247
H -1.401 1.646 -0.642 0.222
H -1.370 1.188 1.128 0.241
H 2.427 1.531 -0.505 0.340
H 3.376 -0.624 0.443 0.249
N 1.743 0.767 0.135 -0.325
N 1.495 -1.531 -0.055 -0.538
O -1.026 -1.489 0.098 -0.360



Record 6
18
Properties=species:S:1:pos:R:3:lowdin_spin:R:1 method="wB97M-V/def2-TZVPD" fmax_ha_per_bohr=0.1039 spin_multiplicity=2 energy_ha=-326.7398 de_lowest_kj_mol=221.2 s2=0.76 charge=+1 orbital_gap_ev="10.20 / 6.79"
N 0.502 -3.323 -0.925 0.309
C -0.068 -2.115 -0.518 0.161
C 0.621 -0.972 -0.307 0.337
C 0.316 0.166 0.533 0.057
C -0.823 0.814 0.290 0.072
C -1.549 1.743 1.212 0.013
H -0.017 -4.073 -1.318 0.007
H 1.489 -3.586 -0.650 0.004
H -1.184 -2.269 -0.487 0.007
H 1.635 -1.052 -0.783 0.008
H 0.636 0.285 1.553 0.013
H -1.323 0.719 -0.689 0.002
H -2.670 1.572 1.061 0.002
H -1.229 1.476 2.181 0.002
H -1.163 2.711 0.972 0.003
H 1.899 3.320 -0.778 0.000
H 1.221 2.154 -0.252 0.000
O 1.706 2.431 -1.096 0.001



Record 7
59
Properties=species:S:1:pos:R:3:mulliken_charge:R:1 method="wB97M-V/def2-TZVPD" fmax_ha_per_bohr=0.0723 spin_multiplicity=1 energy_ha=-6101.0430 orbital_gap_ev=5.56
Na 0.980 -0.600 -0.381 0.040
O 6.346 -0.600 2.267 -0.520
C 5.273 -0.600 1.422 0.808
C 5.444 -0.600 0.042 -0.592
C 4.311 -0.600 -0.756 -0.639
N 3.056 -0.600 -0.270 -0.321
C 2.918 -0.600 1.138 0.074
Br 1.091 -0.600 2.214 -0.166
C 4.009 -0.600 1.994 -0.307
H 7.166 -0.600 1.746 0.304
H 6.425 -0.600 -0.416 0.335
H 4.389 -0.600 -1.840 0.471
H 3.893 -0.600 3.071 0.462
C 0.006 2.057 -1.372 -0.400
N 0.980 1.555 -0.381 0.483
C 2.325 2.060 -0.729 -0.465
N 2.334 3.537 -0.732 0.066
C 1.349 4.024 -1.719 -0.540
N -0.003 3.535 -1.381 0.026
C -0.367 4.022 -0.034 -0.614
N 0.604 3.536 0.968 0.024
C 0.608 2.059 0.957 -0.918
C 1.950 4.025 0.609 -0.661
H -1.011 1.671 -1.138 -0.077
H 0.258 1.671 -2.386 0.177
H 2.631 1.675 -1.727 0.157
H 3.077 1.675 -0.004 0.024
H 1.632 3.687 -2.741 0.307
H 1.356 5.137 -1.751 0.313
H -1.393 3.683 0.232 0.290
H -0.400 5.135 -0.026 0.303
H -0.395 1.672 1.247 0.037
H 1.320 1.674 1.722 0.639
H 2.694 3.689 1.366 0.302
H 1.972 5.138 0.632 0.300
C -3.542 0.045 -0.134 -1.211
As -1.692 -0.600 -0.381 0.891
C -2.001 -1.386 -2.165 -1.292
C -1.812 -2.195 0.817 -1.007
C -3.047 -3.048 0.659 0.242
C -3.219 -3.874 -0.465 -0.270
C -4.364 -4.667 -0.591 -0.713
C -5.344 -4.648 0.404 -0.412
C -5.177 -3.842 1.532 -0.590
C -4.033 -3.049 1.663 -0.340
H -4.270 -0.766 -0.341 0.380
H -3.732 0.885 -0.832 0.427
H -3.673 0.397 0.910 0.326
H -2.975 -1.908 -2.215 0.443
H -1.172 -2.080 -2.416 0.280
H -2.022 -0.566 -2.913 0.387
H -1.789 -1.767 1.842 0.381
H -0.906 -2.827 0.708 0.391
H -2.465 -3.918 -1.238 0.551
H -4.489 -5.300 -1.460 0.383
H -6.229 -5.263 0.303 0.374
H -5.934 -3.832 2.306 0.383
H -3.921 -2.432 2.546 0.329
H 0.980 -2.475 -0.381 -0.049